Record 1
Formula: C2H4N4S
Source: the Open Molecules 2025 dataset
Level of theory: the ωB97M-V functional and the def2-TZVPD basis

```
11
Properties=species:S:1:pos:R:3
C -1.460 -0.460 -0.461
C -0.434 0.261 0.272
H -1.410 -0.445 -1.569
H -2.401 -0.034 -0.270
H -1.436 -1.467 -0.128
H 2.881 -0.508 -0.720
N -0.540 1.243 1.257
N 0.707 1.542 1.555
N 1.619 0.915 0.830
N 0.853 0.062 0.115
S 1.621 -1.107 -0.882
```

As for the SMILES: Cc1nnnn1S. Its HOMO energy is -9.98 eV. The LUMO energy is 0.35 eV. The total energy comes out at -695.74522 hartree.



Record 2
Formula: C12H36O18S3
Source: the Open Molecules 2025 dataset
Level of theory: the ωB97M-V functional and the def2-TZVPD basis

```
69
Properties=species:S:1:pos:R:3
C -3.190 -1.149 -2.219
O -2.583 -0.235 -3.057
H -3.967 -0.640 -1.753
H -3.685 -1.855 -2.906
H -2.468 -1.660 -1.665
H -1.747 0.177 -2.670
C -4.581 -1.095 3.798
O -3.240 -1.258 4.261
H -5.192 -0.560 4.513
H -4.675 -0.525 2.844
H -5.090 -2.061 3.696
H -2.964 -2.068 3.822
C -1.552 -4.238 2.138
O -2.601 -3.236 2.162
H -0.898 -4.046 1.281
H -0.932 -4.206 3.082
H -1.994 -5.237 2.011
H -2.516 -2.665 1.426
C -1.041 1.997 5.165
O -0.026 1.006 5.370
H -1.813 2.024 5.943
H -0.586 2.984 5.085
H -1.541 1.831 4.195
H 0.566 1.399 6.038
C -0.839 1.312 -5.725
O -2.076 1.699 -5.049
H -0.894 0.265 -5.946
H -0.781 1.886 -6.633
H 0.055 1.506 -5.020
H -2.553 0.919 -4.645
C 4.123 1.353 2.563
O 3.631 0.201 1.891
H 3.552 1.589 3.432
H 5.159 1.232 2.862
H 4.187 2.146 1.857
H 4.322 -0.122 1.272
C -1.315 4.795 -2.347
C -2.083 3.525 -2.606
O -1.702 2.631 -1.535
S -1.035 3.454 -0.316
O 0.388 3.320 -0.175
O -1.745 3.336 0.912
O -1.447 4.938 -0.876
H -1.795 5.661 -2.763
H -0.244 4.748 -2.638
H -1.928 3.158 -3.607
H -3.148 3.716 -2.493
C 0.834 -0.320 2.347
C 0.596 0.876 1.491
O 0.252 0.410 0.173
S 0.512 -1.129 -0.001
O 1.516 -1.382 -0.997
O -0.789 -1.655 -0.179
O 1.118 -1.387 1.390
H -0.054 -0.591 2.934
H 1.706 -0.201 3.006
H 1.465 1.493 1.332
H -0.280 1.416 1.881
C 3.723 -3.194 -1.868
C 3.646 -2.085 -2.910
O 4.703 -2.382 -3.845
S 5.907 -2.819 -2.930
O 6.516 -1.722 -2.311
O 6.714 -3.604 -3.777
O 5.105 -3.718 -1.920
H 3.026 -4.031 -1.982
H 3.550 -2.806 -0.895
H 4.024 -1.113 -2.549
H 2.695 -2.002 -3.365
```

Its HOMO energy is -10.00 eV. The LUMO energy is 0.23 eV. The total energy comes out at -3027.48999 hartree.



Record 3
Formula: C5H8ClF
Source: the Open Molecules 2025 dataset
Level of theory: the ωB97M-V functional and the def2-TZVPD basis

```
15
Properties=species:S:1:pos:R:3
C 0.390 0.497 -0.324
C -0.427 -0.500 0.576
C 0.038 -0.468 -1.483
C -0.098 1.949 -0.389
C 0.155 -1.527 1.543
F -1.122 -0.282 -2.165
Cl 0.977 -1.721 -1.973
H 1.363 0.404 -0.151
H -1.500 -0.362 0.528
H 0.234 2.438 0.601
H -1.167 2.105 -0.599
H 0.469 2.533 -1.192
H -0.381 -1.366 2.494
H 1.195 -1.216 1.516
H -0.127 -2.482 1.018
```

Its HOMO energy (spin up / spin down) is -5.59 / -11.07 eV. As for the multiplicity: 3. The LUMO energy (spin up / spin down) is 0.92 / -0.26 eV. The total energy comes out at -755.17481 hartree.



Record 4
Formula: C2HF5InNO5S2
Source: the Open Molecules 2025 dataset
Level of theory: the ωB97M-V functional and the def2-TZVPD basis

```
17
Properties=species:S:1:pos:R:3
N 0.427 -0.307 -0.614
S 1.937 0.315 -0.624
O 2.276 0.853 -1.937
O 1.959 1.323 0.505
C 3.069 -0.961 0.235
F 2.782 -2.179 -0.272
F 4.318 -0.665 -0.217
S -0.388 -0.691 0.773
O 0.363 -0.402 2.035
O -1.355 -1.777 0.727
In 2.267 0.000 2.029
C -1.395 0.720 -0.418
F -0.950 1.537 -1.361
F -2.421 0.069 -0.954
F -1.863 1.513 0.537
O -5.990 0.246 -0.308
H -5.036 0.408 -0.137
```

The total charge is +1. Its HOMO energy (spin up / spin down) is -14.31 / -13.53 eV. As for the multiplicity: 2. The LUMO energy (spin up / spin down) is -8.87 / -8.87 eV. The total energy comes out at -1992.93494 hartree.